Entry 1:
2 unconnected molecules or ions with the total composition C2H4INO2 at a distorted geometry. Source: OMol25; level of theory: the ωB97M-V functional and the def2-TZVPD basis.

Element x y z (Å)
C (0.516, -0.314, 1.069)
C (-1.205, 0.209, -0.915)
N (1.425, -0.031, 0.063)
O (1.746, -0.835, -0.748)
O (1.805, 1.112, 0.130)
I (-2.991, 0.392, 0.079)
H (0.161, 0.494, 1.770)
H (0.265, -1.347, 1.292)
H (-0.761, 1.099, -1.241)
H (-0.961, -0.779, -1.499)

Forces on atoms 1 to 6 (eV/Å):
-2.7042 -0.2947 1.1942
0.2385 -3.4088 -0.0110
-0.7097 1.0535 1.8945
0.6953 -1.9003 -1.6806
1.3635 2.1522 -0.6766
0.0971 -0.0675 -0.2377

As for the HOMO energy (spin up / spin down): -8.8930 / -9.7434 eV. The relative energy (zero: lowest compared OMol25 entry of this formula, charge and spin) comes out at 150.3 kcal/mol. As for the frontier orbital gap (spin up / spin down): 7.2 / 8.8 eV.

---

Entry 2:
2 unconnected molecules or ions with the total composition C10H17N4O at a distorted geometry. Source: OMol25; level of theory: the ωB97M-V functional and the def2-TZVPD basis.

Element x y z (Å)
C (2.534, 1.736, 0.196)
C (1.405, 1.046, 0.586)
C (2.781, -0.364, -0.411)
C (-0.481, 1.581, 2.238)
C (-1.722, 2.501, -1.303)
C (0.169, 1.257, 1.191)
C (3.471, -1.582, -0.879)
C (-3.537, -0.768, -0.337)
C (-1.299, -1.961, -0.195)
C (-2.139, -0.654, 0.191)
N (-1.836, 1.323, -0.951)
N (1.649, -0.336, 0.289)
N (3.364, 0.827, -0.416)
N (-1.305, 0.395, -0.339)
O (-0.173, -2.107, 0.635)
H (2.757, 2.773, 0.418)
H (-1.471, 1.497, 2.477)
H (-0.081, 2.044, 3.026)
H (-2.149, 2.837, -2.259)
H (-1.275, 3.222, -0.579)
H (3.610, -1.749, -1.873)
H (4.531, -1.734, -0.608)
H (2.982, -2.426, -0.598)
H (-3.838, 0.218, -0.497)
H (-4.309, -1.144, 0.232)
H (-3.440, -1.279, -1.345)
H (-1.857, -2.804, -0.024)
H (-1.040, -1.920, -1.176)
H (-2.303, -0.394, 1.213)
H (1.131, -1.213, 0.237)
H (4.304, 1.098, -0.649)
H (-0.434, -1.921, 1.512)

Forces on atoms 1 to 6 (eV/Å):
-1.5794 0.1161 0.8243
0.5177 -1.4107 0.4216
1.9180 -0.9188 0.5459
0.1819 -0.1525 -0.7876
0.3939 2.6367 0.5335
-1.1410 -0.6745 -2.0646

As for the HOMO energy (spin up / spin down): -10.4015 / -10.3622 eV. The relative energy (zero: lowest compared OMol25 entry of this formula, charge and spin) comes out at 129.4 kcal/mol. As for the frontier orbital gap (spin up / spin down): 7.5 / 7.2 eV. As for the charge: +1.

---

Entry 3:
A molecular structure, C5H8O. Source: OMol25; level of theory: the ωB97M-V functional and the def2-TZVPD basis.

Element x y z (Å)
C (1.716, -0.087, -0.034)
C (0.989, -1.353, -0.447)
C (0.251, -0.069, -0.291)
C (-0.826, 0.393, 0.673)
C (-1.504, 0.919, -0.602)
O (-0.366, 0.560, -1.409)
H (2.394, 0.384, -0.738)
H (2.004, 0.001, 1.012)
H (0.864, -2.167, 0.263)
H (1.141, -1.666, -1.477)
H (-0.469, 1.194, 1.326)
H (-1.349, -0.363, 1.262)
H (-2.409, 0.381, -0.909)
H (-1.695, 1.997, -0.637)

Forces on atoms 1 to 6 (eV/Å):
0.1213 0.1655 0.0203
-0.0974 -0.1823 -0.0480
0.2573 -0.1402 0.1985
-0.0303 0.0024 0.1277
-0.3297 0.1653 0.0692
0.1347 0.0563 -0.1374

As for the HOMO energy: -8.9871 eV. The relative energy (zero: lowest compared OMol25 entry of this formula, charge and spin) comes out at 50.1 kcal/mol. As for the frontier orbital gap: 10.2 eV.

---

Entry 4:
A molecular structure, C29H34BN11O4RuS2 at a distorted geometry. Source: OMol25; level of theory: the ωB97M-V functional and the def2-TZVPD basis.

Element x y z (Å)
Ru (0.346, -0.325, -0.376)
C (-2.178, 2.289, -2.617)
C (-2.057, 1.049, -1.791)
N (-0.613, 1.079, -1.316)
N (-0.072, 2.083, -1.868)
C (-0.993, 2.869, -2.645)
B (1.460, 2.384, -1.504)
N (2.214, 1.202, -2.077)
C (3.342, 1.160, -2.815)
C (3.718, -0.155, -2.954)
C (2.754, -0.881, -2.247)
N (1.859, -0.051, -1.722)
N (1.512, 2.333, 0.009)
C (1.560, 3.327, 0.906)
C (1.434, 2.786, 2.167)
C (1.286, 1.422, 1.948)
N (1.338, 1.139, 0.643)
H (-3.088, 2.592, -3.110)
H (-2.696, 1.044, -0.906)
H (-0.632, 3.758, -3.136)
H (1.818, 3.416, -1.982)
H (3.788, 2.070, -3.183)
H (4.576, -0.537, -3.480)
H (2.654, -1.945, -2.109)
H (1.710, 4.345, 0.585)
H (1.456, 3.304, 3.109)
H (1.199, 0.623, 2.663)
C (-1.679, -0.069, 3.872)
S (-1.939, -0.264, 2.133)
C (-2.864, -1.779, 2.178)
O (-0.548, -0.641, 1.603)
H (-1.057, -0.898, 4.212)
H (-2.648, -0.077, 4.371)
H (-1.190, 0.887, 4.048)
H (-3.820, -1.588, 2.667)
H (-2.285, -2.526, 2.721)
H (-3.031, -2.092, 1.152)
C (3.339, -1.380, 1.437)
C (2.347, -2.357, 0.916)
N (1.279, -2.103, 0.164)
C (0.708, -3.328, -0.146)
C (1.431, -4.315, 0.427)
N (2.462, -3.688, 1.089)
C (3.486, -4.386, 1.889)
N (2.925, -5.516, 2.537)
N (3.019, -6.746, 1.940)
N (2.330, -7.584, 2.603)
C (1.735, -6.921, 3.668)
C (0.885, -7.405, 4.668)
C (0.424, -6.495, 5.588)
C (0.797, -5.133, 5.527)
C (1.639, -4.647, 4.551)
C (2.102, -5.587, 3.624)
H (3.012, -0.372, 1.220)
H (4.313, -1.530, 0.968)
H (3.471, -1.480, 2.516)
H (-0.186, -3.408, -0.739)
H (1.330, -5.387, 0.407)
H (3.885, -3.689, 2.622)
H (4.287, -4.732, 1.240)
H (0.618, -8.452, 4.712)
H (-0.230, -6.823, 6.385)
H (0.415, -4.456, 6.281)
H (1.940, -3.607, 4.525)
C (1.153, -4.991, -5.408)
C (0.253, -4.093, -4.611)
C (-0.930, -4.576, -4.056)
C (-1.751, -3.761, -3.296)
C (-1.366, -2.437, -3.093)
C (-0.204, -1.913, -3.659)
C (0.591, -2.748, -4.415)
S (-2.333, -1.538, -1.994)
O (-2.308, -0.064, -2.631)
O (-3.662, -2.024, -1.946)
O (-1.668, -1.340, -0.704)
H (0.624, -5.874, -5.760)
H (1.989, -5.327, -4.791)
H (1.568, -4.467, -6.268)
H (-1.220, -5.605, -4.228)
H (-2.675, -4.135, -2.878)
H (0.047, -0.866, -3.559)
H (1.484, -2.351, -4.881)

Forces on atoms 1 to 6 (eV/Å):
-0.5750 0.7354 1.1625
-0.0956 -0.0696 -0.0056
-0.0145 -0.0135 0.0363
-0.5764 -0.4170 -0.3428
0.1154 1.0168 0.1103
0.4417 -0.4022 0.2065

As for the HOMO energy (spin up / spin down): -13.1303 / -13.1303 eV. The relative energy (zero: lowest compared OMol25 entry of this formula, charge and spin) comes out at 0.0 kcal/mol. As for the frontier orbital gap (spin up / spin down): 6.0 / 6.0 eV. As for the charge: +2.

---

Entry 5:
2 unconnected molecules or ions with the total composition C4H2O6S at a distorted geometry. Source: OMol25; level of theory: the ωB97M-V functional and the def2-TZVPD basis.

Element x y z (Å)
C (-2.237, 1.864, -0.222)
C (-1.870, 0.373, -0.128)
C (2.884, -0.587, -0.370)
C (1.142, -0.536, -0.027)
O (-2.281, 2.394, -1.294)
O (3.182, -1.232, -1.339)
O (-2.304, 2.342, 0.925)
O (3.396, -0.005, 0.549)
O (-1.915, -2.145, 0.856)
O (0.343, -0.501, -0.981)
S (-2.538, -0.739, 0.827)
H (0.979, 0.222, 0.697)
H (1.221, -1.449, 0.506)

Forces on atoms 1 to 6 (eV/Å):
1.2036 -1.0235 2.1801
-0.8577 -0.7676 0.7408
-1.2635 -0.0177 0.0436
0.0520 0.5260 0.8122
-0.6005 1.0339 -2.8896
0.4926 -0.5902 -1.1017

Its spin multiplicity is 3. As for the HOMO energy (spin up / spin down): -0.6224 / -1.4303 eV. The expectation value of S² is 2.04. As for the frontier orbital gap (spin up / spin down): 6.2 / 6.8 eV. As for the charge: -2.

---

Entry 6:
A molecular structure, C10H29ClN7O6RuS2 at a distorted geometry. Source: OMol25; level of theory: the ωB97M-V functional and the def2-TZVPD basis.

Element x y z (Å)
Ru (-0.442, -0.223, -0.079)
N (-0.579, -2.044, -1.101)
C (-0.361, -2.083, -2.580)
C (-1.259, -1.103, -3.308)
C (-0.834, 0.339, -3.122)
N (-1.148, 0.817, -1.744)
H (0.124, -2.633, -0.648)
H (-1.482, -2.469, -0.896)
H (-0.561, -3.104, -2.909)
H (0.692, -1.874, -2.758)
H (-2.302, -1.231, -2.997)
H (-1.239, -1.342, -4.372)
H (-1.345, 0.993, -3.830)
H (0.240, 0.448, -3.270)
H (-2.160, 0.912, -1.654)
H (-0.744, 1.750, -1.570)
O (3.592, -0.374, -0.016)
Cl (2.253, -0.729, 0.048)
O (2.020, -2.119, 0.099)
O (1.409, -0.177, -1.122)
O (1.552, -0.010, 1.127)
C (2.695, 3.174, 2.014)
C (2.991, 3.548, 0.573)
S (2.190, 2.399, -0.565)
O (0.691, 2.379, -0.347)
C (2.563, 3.080, -2.196)
C (4.048, 2.970, -2.509)
H (3.157, 3.916, 2.663)
H (3.109, 2.199, 2.270)
H (1.622, 3.180, 2.208)
H (4.049, 3.471, 0.323)
H (2.621, 4.540, 0.304)
H (2.197, 4.109, -2.188)
H (1.944, 2.486, -2.870)
H (4.653, 3.596, -1.857)
H (4.205, 3.323, -3.528)
H (4.400, 1.941, -2.453)
C (-1.677, 2.335, 3.348)
S (-1.596, 2.586, 1.586)
C (-3.296, 3.017, 1.259)
O (-1.448, 1.144, 1.015)
H (-2.495, 1.663, 3.600)
H (-1.833, 3.315, 3.805)
H (-0.717, 1.935, 3.669)
H (-3.438, 4.038, 1.619)
H (-3.973, 2.332, 1.767)
H (-3.447, 2.999, 0.182)
N (-0.210, -3.952, 3.672)
N (-0.691, -2.954, 2.946)
N (-1.860, -2.398, 3.233)
C (-1.953, -1.467, 2.308)
N (-0.866, -1.472, 1.520)
N (-0.062, -2.457, 1.937)
H (-0.789, -4.276, 4.431)
H (0.692, -4.323, 3.425)
H (-2.793, -0.804, 2.206)

Forces on atoms 1 to 6 (eV/Å):
3.4481 2.4516 -0.4125
-0.1280 -0.0556 0.1335
-0.0341 0.0419 0.0023
-0.0572 -0.0474 -0.0197
0.0934 0.0215 0.0299
-0.8027 -0.4809 -0.0104

As for the HOMO energy (spin up / spin down): -17.6740 / -17.9834 eV. The relative energy (zero: lowest compared OMol25 entry of this formula, charge and spin) comes out at 70.4 kcal/mol. As for the frontier orbital gap (spin up / spin down): 4.8 / 5.4 eV. As for the charge: +3.